# 1
{
  "formula": "O2P2S2",
  "method": "ωB97M-V/def2-TZVPD",
  "multiplicity": 1,
  "charge": -2,
  "energy_ha": -1629.70787,
  "e_homo_ev": -1.61,
  "lumo_energy_ev": 5.35,
  "gap_ev": 6.96,
  "elements": ["O", "O", "P", "P", "S", "S"],
  "coordinates": [[-4.266, 1.046, -0.397], [-3.693, -1.182, 0.475], [3.616, -0.275, 0.689], [-3.181, 0.065, -0.172], [2.386, 1.043, -0.083], [5.137, -0.697, -0.512]],
  "forces_ev_per_a": [[-0.691, 1.582, -0.568], [0.423, -0.926, 0.316], [0.028, 0.131, -0.184], [0.049, -0.676, 0.248], [-0.004, 0.035, 0.140], [0.196, -0.146, 0.049]],
  "nbo_charge": [-1.19, -1.18, 0.38, 1.37, -0.64, -0.74]
}

---

# 2
{
  "formula": "O4PS",
  "method": "ωB97M-V/def2-TZVPD",
  "multiplicity": 1,
  "charge": -1,
  "energy_ha": -1040.59172,
  "e_homo_ev": -4.41,
  "lumo_energy_ev": 4.01,
  "gap_ev": 8.42,
  "elements": ["O", "O", "O", "O", "P", "S"],
  "coordinates": [[-0.552, -0.537, 0.566], [-2.587, 0.352, 0.723], [1.233, 0.645, -1.328], [2.183, -0.446, 0.629], [-1.419, 0.435, -0.214], [1.142, -0.449, -0.376]],
  "forces_ev_per_a": [[3.262, -0.154, 0.028], [-1.571, 1.532, -1.254], [-0.611, 1.442, 0.411], [-0.176, 0.812, 1.083], [-3.147, 0.205, 1.778], [2.243, -3.836, -2.046]],
  "nbo_charge": [-1.04, -1.09, -0.99, -0.98, 1.46, 1.64]
}

---

# 3
{
  "formula": "O4S2",
  "method": "ωB97M-V/def2-TZVPD",
  "multiplicity": 1,
  "energy_ha": -1097.30830,
  "e_homo_ev": -11.90,
  "lumo_energy_ev": -1.46,
  "gap_ev": 10.44,
  "elements": ["O", "O", "O", "O", "S", "S"],
  "coordinates": [[0.385, 0.801, 2.787], [1.352, 0.010, 0.687], [-0.896, -0.924, -2.595], [-1.227, -0.198, -0.333], [-0.302, -0.667, -1.310], [0.401, 0.869, 1.350]],
  "forces_ev_per_a": [[-0.210, 0.079, -0.628], [-0.124, 0.462, 0.325], [0.648, -0.023, 0.330], [-0.621, 0.188, 0.766], [-0.663, -0.680, -1.978], [0.970, -0.026, 1.184]],
  "nbo_charge": [-0.81, -0.88, -0.81, -0.87, 1.69, 1.68]
}

---

# 4
{
  "formula": "O5PS",
  "method": "ωB97M-V/def2-TZVPD",
  "multiplicity": 1,
  "charge": -1,
  "energy_ha": -1115.88824,
  "e_homo_ev": -5.80,
  "lumo_energy_ev": 3.56,
  "gap_ev": 9.37,
  "elements": ["O", "O", "O", "O", "O", "P", "S"],
  "coordinates": [[0.518, -2.241, -0.780], [1.940, -0.309, 0.164], [-0.517, -0.074, 1.053], [-1.869, 2.015, 0.857], [-0.156, 0.188, -1.236], [0.730, -0.835, -0.450], [-0.645, 1.255, 0.391]],
  "forces_ev_per_a": [[-0.391, -0.571, 0.135], [1.215, 0.410, 0.295], [-0.668, -0.197, 0.674], [2.051, -2.411, -1.521], [-0.122, -0.069, -0.553], [-0.948, 0.535, -0.660], [-1.138, 2.303, 1.630]],
  "nbo_charge": [-1.10, -1.13, -0.95, -0.89, -1.10, 2.48, 1.69]
}

---

Sequential ΔE to the lowest compared entry with this formula, charge and spin output: 0.0 111.1 24.4 106.2 kJ/mol